Entry 1:
35
Properties=species:S:1:pos:R:3:forces:R:3:nbo_charge:R:1 method="wB97M-V/def2-TZVPD" spin_multiplicity=1 gap_ev=10.5 smiles="C[N+](=O)[O-].C[N+](=O)[O-].C[N+](=O)[O-].CCOC(C)=O" de_lowest_kcal_mol=0.0
C -9.105 10.820 -2.525 0.3 -0.8 0.2 -0.479
N -8.894 9.462 -3.130 -0.1 0.2 0.1 0.538
O -9.099 8.503 -2.412 0.0 0.0 0.0 -0.396
O -8.548 9.401 -4.287 0.1 0.0 -0.2 -0.371
H -8.688 11.556 -3.194 -0.1 0.1 -0.1 0.225
H -8.579 10.772 -1.576 -0.1 0.2 0.1 0.229
H -10.174 10.912 -2.372 0.0 0.2 0.0 0.255
C -10.252 6.169 -4.560 -0.5 0.5 -0.1 -0.483
N -10.959 6.258 -5.878 -0.1 0.5 0.1 0.536
O -12.148 6.507 -5.855 0.0 -0.2 0.2 -0.390
O -10.303 6.149 -6.886 0.3 -0.2 -0.2 -0.373
H -10.760 5.412 -3.973 0.2 -0.2 0.0 0.231
H -10.424 7.126 -4.073 0.1 0.0 0.0 0.241
H -9.198 6.029 -4.741 0.0 -0.3 0.0 0.234
C -11.162 15.086 -3.930 0.1 0.3 0.1 -0.487
N -11.858 13.779 -3.944 0.1 -0.2 0.2 0.538
O -11.398 12.887 -3.250 -0.1 0.2 -0.1 -0.405
O -12.828 13.685 -4.657 -0.1 -0.1 0.0 -0.351
H -10.412 15.073 -3.150 0.1 -0.1 0.0 0.228
H -11.900 15.862 -3.750 -0.1 -0.1 0.0 0.238
H -10.720 15.231 -4.912 0.0 -0.1 0.0 0.240
O -3.345 13.831 -3.303 0.1 0.0 0.1 -0.603
C -3.759 13.388 -4.342 0.4 0.1 -0.1 0.796
O -4.989 12.883 -4.487 -0.3 -0.1 -0.1 -0.510
C -5.794 12.845 -3.300 -0.6 0.1 -0.1 -0.077
C -5.607 11.536 -2.566 0.1 0.2 0.0 -0.637
C -2.983 13.347 -5.631 0.0 -0.2 0.0 -0.716
H -6.820 12.971 -3.657 0.1 -0.1 0.0 0.176
H -5.579 13.706 -2.671 0.2 -0.1 0.0 0.205
H -6.168 11.574 -1.631 0.1 -0.1 0.1 0.210
H -4.547 11.410 -2.348 -0.1 -0.1 0.2 0.228
H -5.950 10.683 -3.150 0.0 0.0 -0.1 0.215
H -1.921 13.422 -5.420 0.0 0.1 0.1 0.237
H -3.278 14.186 -6.261 -0.1 0.0 0.0 0.241
H -3.177 12.421 -6.170 -0.1 0.1 0.0 0.236

Entry 2:
28
Properties=species:S:1:pos:R:3:forces:R:3:nbo_charge:R:1 method="wB97M-V/def2-TZVPD" spin_multiplicity=1 gap_ev="7.1 / 8.6" charge=+1 de_lowest_kcal_mol=84.1
C 0.208 2.171 -0.772 1.7 1.9 1.8 -0.069
C 1.975 0.511 -0.785 -2.2 4.4 1.2 -0.052
C 0.600 1.114 1.245 1.6 -1.0 3.8 -0.026
C -1.702 1.174 0.468 0.0 1.7 -3.4 -0.532
C 0.696 -1.267 0.313 0.1 -0.8 -0.4 -0.010
C 1.356 -2.186 -0.698 -1.2 0.0 0.1 -0.718
C -3.326 -0.773 0.312 -2.2 -1.2 -0.8 -1.012
N 0.960 1.249 -1.528 1.3 -1.0 1.1 -0.609
N -0.384 1.704 0.489 1.4 0.1 -0.7 -0.453
N 1.478 -0.058 0.531 0.1 0.0 0.2 -0.471
P -2.014 -0.185 -0.745 1.3 -0.2 0.1 0.688
H 0.878 3.043 -0.484 -0.6 -0.9 -0.3 0.196
H -0.534 2.546 -1.391 -1.6 0.8 -1.0 0.225
H 2.410 -0.211 -1.335 1.5 -2.1 -1.8 0.218
H 2.637 1.332 -0.510 0.7 -0.5 0.3 0.212
H 1.395 1.829 1.554 -0.4 -0.2 -0.7 0.216
H 0.329 0.634 2.297 -0.2 0.8 -2.5 0.238
H -1.909 0.902 1.413 -0.9 -1.3 3.3 0.214
H -2.448 1.992 0.231 0.8 -0.6 0.1 0.238
H 0.352 -1.720 1.245 -0.1 0.3 -0.2 0.202
H 1.082 -1.861 -1.677 -0.5 0.3 -1.0 0.232
H 0.846 -3.183 -0.641 1.4 0.5 0.2 0.269
H 2.462 -2.040 -0.775 -0.6 -1.2 0.8 0.223
H -4.222 -1.168 -0.267 1.2 0.3 0.6 0.264
H -3.669 0.073 0.895 -0.3 -0.1 0.3 0.234
H -2.986 -1.577 0.959 0.0 0.0 0.2 0.260
H 0.392 0.771 -2.163 -0.7 -1.4 -1.0 0.389
H 2.358 -0.338 1.092 -1.6 0.9 -0.6 0.434

Entry 3:
28
Properties=species:S:1:pos:R:3:forces:R:3:nbo_charge:R:1 method="wB97M-V/def2-TZVPD" spin_multiplicity=1 gap_ev=8.5 smiles="C=[N+](N)C/N=N/[C@@H](C)CCC" charge=+1 de_lowest_kcal_mol=127.1
C -4.460 -1.105 0.639 3.3 2.0 4.0 -0.043
C -2.401 0.455 0.676 0.9 -0.8 4.1 -0.110
C 3.419 -2.032 0.496 -1.4 1.3 0.4 -0.586
C 1.268 2.432 -0.281 -2.4 -0.4 -2.7 -0.586
C 2.679 -1.133 -0.467 0.1 0.8 3.0 -0.397
C 2.395 0.220 0.167 0.8 2.0 -2.6 -0.385
C 1.115 0.884 -0.333 1.6 0.7 -3.1 -0.124
N -3.598 -0.224 -1.286 0.6 1.9 -2.4 -0.589
N -1.171 0.716 -0.138 1.1 -0.9 -0.5 -0.215
N -3.601 -0.328 0.034 0.2 -1.0 0.0 -0.047
N -0.034 0.529 0.403 -4.5 -0.7 0.6 -0.063
H -5.387 -1.448 0.291 -0.8 -0.4 -1.2 0.242
H -4.225 -1.234 1.768 -0.5 0.1 -2.2 0.236
H -2.194 -0.074 1.738 -0.4 0.8 -2.5 0.240
H -2.784 1.454 0.977 -0.1 -0.6 -0.6 0.250
H 4.123 -1.445 1.021 1.0 0.6 0.6 0.203
H 3.927 -2.732 -0.050 1.2 -2.2 -1.0 0.212
H 2.776 -2.458 1.238 -0.4 -0.5 0.3 0.202
H 1.570 2.645 0.687 1.3 1.1 1.5 0.217
H 1.860 2.752 -1.198 -0.4 -0.2 1.8 0.245
H 0.222 2.864 -0.380 1.3 -0.3 -0.1 0.206
H 1.788 -1.556 -0.800 -1.5 -0.9 -0.7 0.190
H 3.319 -0.947 -1.243 1.3 0.3 -2.4 0.206
H 3.212 0.968 -0.166 -1.0 -1.2 0.4 0.211
H 2.474 0.285 1.194 -0.2 -0.4 2.4 0.213
H 1.112 0.628 -1.462 -0.9 0.2 1.6 0.212
H -4.213 -0.802 -1.882 0.4 0.7 0.9 0.427
H -3.189 0.687 -1.644 -0.7 -1.8 0.4 0.432

Entry 4:
30
Properties=species:S:1:pos:R:3:forces:R:3:nbo_charge:R:1 method="wB97M-V/def2-TZVPD" spin_multiplicity=1 gap_ev=8.2 charge=+1 de_lowest_kcal_mol=18.5
C 1.591 -1.013 1.942 -1.1 -0.3 0.3 0.445
C 2.293 -0.673 -0.406 0.2 -0.2 2.2 0.440
C 2.030 -1.647 0.673 2.7 -1.0 0.6 -0.542
C -2.940 -0.810 -0.206 1.6 -1.1 2.3 -0.642
C -1.035 1.608 -2.522 -0.1 -1.1 0.8 -0.644
C -2.052 0.118 0.579 -0.3 1.8 1.7 -0.233
C -1.147 1.867 -0.992 -2.1 0.3 -0.6 -0.276
N 0.393 -1.078 2.352 -0.3 0.5 1.4 -0.732
N 3.416 -0.281 -0.676 3.4 0.5 -2.7 -0.577
N 1.148 0.023 -0.797 -0.2 5.5 -3.4 -0.330
N 2.438 -0.288 2.683 -0.3 0.9 3.4 -0.803
N -0.949 0.660 -0.204 1.5 -0.4 -1.0 -0.075
N 0.056 -0.114 -0.225 -3.0 -1.5 1.8 0.136
H 2.847 -2.434 0.847 -0.8 1.6 -0.5 0.278
H 1.230 -2.154 0.305 -2.5 -2.0 -0.6 0.237
H -3.598 -0.412 -0.838 -2.5 2.8 -2.5 0.225
H -2.481 -1.525 -0.862 0.9 -0.8 0.5 0.225
H -3.588 -1.224 0.535 -0.3 -1.1 0.4 0.248
H -1.436 0.602 -2.813 0.9 0.6 0.5 0.235
H -1.624 2.228 -3.144 -0.8 1.2 -0.1 0.258
H -0.024 1.815 -2.844 0.3 -0.6 -0.3 0.215
H -2.642 1.014 1.058 1.0 -1.6 -1.2 0.233
H -1.479 -0.257 1.444 -1.0 -0.6 -0.3 0.264
H -0.484 2.618 -0.625 0.7 0.7 0.0 0.231
H -2.182 2.219 -0.655 1.4 -0.5 -0.8 0.252
H 3.646 0.298 -1.528 -0.8 -0.3 1.5 0.379
H 1.318 1.018 -1.221 0.1 -2.3 0.5 0.385
H 3.433 -0.354 2.610 0.3 -0.2 -0.2 0.405
H 2.049 -0.188 3.707 1.2 0.0 -2.8 0.426
H -0.228 -1.636 1.823 -0.2 -0.8 -0.8 0.338

Entry 5:
26
Properties=species:S:1:pos:R:3:forces:R:3:nbo_charge:R:1 method="wB97M-V/def2-TZVPD" spin_multiplicity=1 gap_ev=10.1 smiles=C1CCOCC1.CCN de_lowest_kcal_mol=23.6
O 0.631 -1.613 0.281 -0.1 0.0 0.2 -0.545
C -0.740 -1.884 0.551 -0.2 -0.3 -0.4 -0.069
C 1.308 -1.201 1.462 0.6 0.0 0.0 -0.070
C -1.468 -0.649 1.063 -0.3 0.1 -0.1 -0.431
C 0.715 0.080 2.034 0.2 0.3 0.1 -0.435
C -0.775 -0.117 2.318 -0.2 0.2 0.3 -0.400
H -1.174 -2.252 -0.399 0.2 0.2 0.5 0.193
H -0.815 -2.701 1.294 0.0 0.2 -0.1 0.159
H 2.370 -1.069 1.178 -0.5 0.0 0.1 0.199
H 1.259 -2.009 2.217 0.0 0.1 -0.2 0.158
H -1.455 0.124 0.270 0.0 -0.3 0.3 0.201
H -2.526 -0.902 1.268 0.4 0.1 -0.1 0.212
H 1.262 0.362 2.954 -0.2 -0.1 -0.4 0.213
H 0.852 0.894 1.297 0.0 -0.3 0.3 0.211
H -0.892 -0.856 3.134 0.0 0.3 -0.2 0.194
H -1.239 0.830 2.651 0.2 -0.5 -0.1 0.212
N 1.593 1.045 -1.746 0.0 -0.5 -0.3 -0.843
C -0.639 1.189 -2.928 -0.1 0.0 0.0 -0.626
C 0.387 1.836 -1.997 0.0 0.2 0.1 -0.215
H 2.065 0.838 -2.633 -0.2 0.1 0.4 0.346
H 1.335 0.137 -1.342 0.1 0.3 -0.1 0.366
H -0.187 0.995 -3.916 -0.2 0.0 0.3 0.200
H -1.513 1.848 -3.064 0.3 -0.3 0.0 0.207
H -0.984 0.230 -2.505 0.1 0.3 -0.2 0.200
H 0.711 2.805 -2.425 -0.2 -0.3 0.3 0.183
H -0.084 2.041 -1.017 0.2 0.0 -0.4 0.178

Entry 6:
26
Properties=species:S:1:pos:R:3:forces:R:3:nbo_charge:R:1 method="wB97M-V/def2-TZVPD" spin_multiplicity=1 gap_ev=7.9 de_lowest_kcal_mol=103.5
C -0.111 0.659 0.577 0.0 0.1 0.0 0.277
C 1.124 -0.030 -0.031 -0.1 0.1 0.0 -0.449
C 0.503 -2.422 -1.803 0.0 1.2 0.2 -0.248
C 1.052 -0.310 -1.509 0.4 -0.4 0.1 -0.517
C -1.284 2.766 0.157 0.1 -0.1 0.0 -0.248
C -1.383 -0.169 0.358 0.2 0.1 0.0 -0.650
C 0.123 0.879 2.078 0.0 0.0 -0.2 -0.638
N 0.736 -3.123 -0.661 0.0 0.0 0.3 -0.808
O -0.181 1.924 -0.112 -0.1 -0.1 0.1 -0.556
H 0.041 -3.132 0.066 0.1 -0.1 -0.1 0.379
H 1.667 -3.401 -0.375 -0.2 0.1 0.0 0.370
H 1.989 0.605 0.191 0.0 0.0 0.0 0.219
H 1.292 -0.971 0.514 0.0 0.0 0.0 0.196
H 1.258 -2.583 -2.568 -0.3 0.3 0.0 0.182
H -0.039 -1.385 -1.770 0.1 -1.1 -0.3 0.271
H 0.451 0.410 -2.063 -0.1 -0.1 0.0 0.214
H 2.030 -0.392 -1.975 0.0 0.0 0.0 0.208
H -1.374 3.022 1.219 0.0 0.0 0.0 0.163
H -1.107 3.684 -0.403 0.0 0.0 0.0 0.195
H -2.233 2.333 -0.180 0.1 0.0 0.0 0.164
H -1.245 -1.173 0.760 0.0 0.0 0.0 0.207
H -0.739 1.348 2.556 0.0 0.0 0.0 0.207
H -2.241 0.273 0.867 0.0 0.0 0.0 0.213
H -1.617 -0.255 -0.703 0.0 0.0 0.0 0.219
H 0.296 -0.075 2.578 0.0 0.0 0.0 0.211
H 0.994 1.517 2.232 0.0 0.0 0.0 0.218